1.
# C17H43AsF6MgN2O13

A structure of composition C17H43AsF6MgN2O13 (wB97M-V/def2-TZVPD, OMol25).

```
! wB97M-V def2-TZVPD RIJCOSX def2/J DEFGRID3
* xyz 0 1
Mg 9.36240 -19.13772 17.16857
N 10.75626 -23.06438 20.29068
O 10.23681 -23.65194 21.18528
O 11.94510 -23.22801 20.08273
O 10.11575 -22.29893 19.58662
As 4.30408 -21.82889 15.03347
F 3.67843 -21.59479 16.76594
F 3.50131 -20.23628 14.64011
F 5.03927 -22.05726 13.47389
F 5.30568 -23.20795 15.66871
F 2.89877 -22.79200 14.52715
F 5.79199 -20.83971 15.54647
C 1.12275 -19.52445 9.22040
N 0.32710 -18.32542 9.52039
O 0.87008 -17.26336 9.45781
O -0.86155 -18.52119 9.82456
H 1.18626 -20.15209 10.10930
H 2.13457 -19.22859 8.94328
H 0.71581 -20.06217 8.36404
C 5.74161 -25.63720 3.44543
O 5.67639 -24.31513 4.07676
C 5.92090 -24.33281 5.49573
C 5.07937 -25.42272 6.26386
O 3.71290 -25.29799 5.98370
C 2.88385 -26.10950 6.76156
H 5.57741 -25.49697 2.37704
H 5.08733 -26.44047 3.78419
H 6.74653 -26.00080 3.65997
H 5.46088 -23.42539 5.88697
H 6.95377 -24.59741 5.72216
H 5.17136 -25.38433 7.34930
H 5.41905 -26.42909 6.01905
H 1.87685 -25.69255 6.77570
H 3.28214 -26.24712 7.76681
H 2.92256 -27.12209 6.35996
C 11.83867 -20.95732 14.65176
O 11.85524 -19.97175 15.72993
C 13.18547 -19.72266 16.18099
C 13.32450 -18.39848 17.02182
O 12.15267 -18.31167 17.90024
C 12.45591 -17.59248 19.08004
H 12.57788 -20.65874 13.90845
H 10.86499 -21.19344 14.22245
H 12.28544 -21.90599 14.94927
H 13.69030 -19.77662 15.21645
H 13.48333 -20.50448 16.87966
H 13.72160 -17.51890 16.51512
H 14.22955 -18.53904 17.61279
H 11.61822 -17.50403 19.77181
H 12.89233 -16.61126 18.89337
H 13.24576 -18.13927 19.59507
C 10.86071 -28.74478 20.24304
O 9.52244 -28.41213 20.75759
C 8.61715 -28.60037 19.66426
C 7.20474 -28.27783 20.02170
O 7.14765 -27.34896 21.13052
C 5.81458 -26.67842 21.13639
H 11.64343 -28.84004 20.99563
H 11.12739 -27.91945 19.58288
H 11.02295 -29.61326 19.60467
H 8.69485 -29.65474 19.39900
H 8.82440 -27.95549 18.81029
H 6.51475 -29.11509 20.12658
H 6.85245 -27.79650 19.10938
H 5.96267 -25.84934 20.44445
H 5.72509 -26.19901 22.11119
H 4.85192 -27.16268 20.97246
C 6.83102 -17.26161 19.69432
O 7.38108 -17.08596 18.37881
C 6.82069 -15.86391 17.77272
C 7.11143 -15.72708 16.32944
O 8.33353 -16.53189 15.97951
C 8.64001 -16.30661 14.53259
H 7.19772 -16.47565 20.35454
H 7.22832 -18.20067 20.07958
H 5.75469 -17.41495 19.77235
H 7.09307 -14.92567 18.25606
H 5.75327 -15.75679 17.96569
H 7.24938 -14.70944 15.96407
H 6.22180 -16.05549 15.79204
H 7.87713 -16.75613 13.89694
H 9.60905 -16.76927 14.34549
H 8.55798 -15.24323 14.30769
*
```

Values from the calculation:
gap between HOMO and LUMO	3.02	eV
HOMO	-8.250	eV
largest force on an atom	0.0632	hartree/bohr
ΔE to the lowest compared entry with this formula, charge and spin	10.767	eV

=====

2.
# C2H2N2O2

An isolated molecule of C2H2N2O2 (wB97M-V/def2-TZVPD, OMol25).

```
! wB97M-V def2-TZVPD RIJCOSX def2/J DEFGRID3
* xyz 0 1
N -2.33529 1.32499 -0.36383
C -1.35661 0.73626 -0.18035
C -0.15725 -0.39496 0.21507
N 1.16672 0.06126 -0.09428
O 2.03256 -0.49077 0.58099
O 1.39188 0.85995 -0.95494
H -0.21803 -0.88419 1.24176
H -0.52397 -1.21255 -0.44442
*
```

Values from the calculation:
gap between HOMO and LUMO	11.23	eV
HOMO	-11.960	eV
largest force on an atom	0.1034	hartree/bohr
ΔE to the lowest compared entry with this formula, charge and spin	4.778	eV
SMILES	N#CC[N+](=O)[O-]

=====

3.
# C4H9NO2

An isolated molecule of C4H9NO2 (wB97M-V/def2-TZVPD, OMol25).

```
! wB97M-V def2-TZVPD RIJCOSX def2/J DEFGRID3
* xyz 0 1
N -0.39287 -2.37023 1.13783
C 0.30975 -1.22718 1.42034
O 1.36805 -1.25061 2.02498
C -0.24554 0.05859 0.81586
C 0.61786 0.35435 -0.41409
C 0.17341 1.57096 -1.20886
O -1.13692 1.33304 -1.69615
H 0.07012 -3.25998 1.26400
H -1.18224 -2.35479 0.51301
H -1.28869 -0.03157 0.48760
H -0.17871 0.88893 1.53101
H 1.66475 0.48253 -0.13592
H 0.60654 -0.54444 -1.04159
H 0.20877 2.47610 -0.57775
H 0.89249 1.73456 -2.02627
H -1.48675 2.13973 -2.09399
*
```

Values from the calculation:
gap between HOMO and LUMO	10.51	eV
HOMO	-9.710	eV
largest force on an atom	0.0092	hartree/bohr
ΔE to the lowest compared entry with this formula, charge and spin	0.612	eV
SMILES	NC(=O)CCCO